The following is a DFT calculation (wB97M-V/def2-TZVPD) of 3 unconnected molecules or ions with the total composition C26H45BBrClFN2O10S2 at a distorted geometry.

Structure (ORCA input):
```
! wB97M-V def2-TZVPD RIJCOSX def2/J DEFGRID3
* xyz -1 1
O -4.176 4.355 -2.345
H 0.078 0.971 -4.264
H -3.678 -3.405 6.368
C -3.870 3.318 -1.824
C 1.893 3.963 -3.164
S 3.213 -1.212 -1.578
H 0.322 -0.211 3.992
H -6.542 -7.055 6.145
H -1.997 -0.438 -0.020
C -0.581 -0.799 4.160
H -4.684 -3.950 5.011
H 2.302 3.032 0.725
C 6.766 2.810 -1.555
C 0.722 3.096 -0.801
H -1.414 0.139 -4.820
H 2.972 2.919 -0.927
C -5.535 -7.401 5.909
H -2.877 -7.866 7.610
H -3.324 -2.947 1.852
S 2.143 -3.529 -3.252
H -2.784 0.960 -3.012
H 3.261 0.809 0.247
C 2.462 0.082 -6.146
C 2.118 2.586 -0.291
C 5.422 2.855 -2.357
N 2.760 -1.111 -4.315
H -4.905 -4.684 6.609
C -1.036 1.070 -4.293
C -2.488 3.221 -1.124
C -1.849 -0.232 1.043
C 0.626 3.873 -2.246
O -4.728 -7.227 7.063
O -2.776 -0.992 1.816
H 4.717 -0.305 -3.839
N 3.745 0.469 -5.661
Br 0.363 4.619 0.531
H 2.104 0.885 -2.349
O -0.282 2.163 -0.917
H 7.343 1.940 -1.978
O -0.489 -1.977 3.376
B -1.305 2.460 -1.983
H -2.174 4.272 -0.894
O 4.742 1.859 -2.348
H -0.813 -0.442 1.319
H -2.399 -2.394 4.090
C 1.815 -0.922 -5.342
C 4.239 4.895 -2.320
H 6.492 2.490 -0.511
C -1.681 1.111 -2.851
H 2.367 6.009 -2.252
H 4.224 4.625 -1.223
H -2.825 -5.383 7.589
H 2.527 3.037 -3.144
H 1.996 0.500 -7.060
H 2.998 5.702 -3.905
F -1.214 -0.084 -2.168
H -1.755 -2.649 1.088
Cl -5.105 1.984 -1.886
C 2.689 -1.978 -3.158
O -3.187 -5.233 5.546
H -5.582 -8.464 5.647
H -2.045 0.826 1.223
C -1.737 -2.652 3.256
C -2.403 -2.359 1.921
H -2.551 2.685 -0.131
H -1.380 1.929 -4.930
O -0.470 3.271 -2.917
H -0.634 -1.065 5.222
H -1.615 -6.088 6.508
H 4.823 5.864 -2.362
O 4.994 3.942 -3.110
H -0.048 5.600 -2.835
H -5.164 -6.828 5.057
O 0.065 5.187 -1.956
H 0.848 -1.449 -5.437
H -3.170 -7.913 5.866
C -4.167 -4.273 5.916
C 2.010 0.214 -1.459
H 7.343 3.763 -1.562
H -1.447 -0.191 3.888
H 1.511 4.042 -4.222
H 1.001 -0.279 -1.395
C 2.818 5.218 -2.901
H -1.528 -3.724 3.315
C 3.864 -0.303 -4.557
H 1.528 0.648 0.675
C -2.689 -5.956 6.665
C 2.213 1.028 -0.124
C -3.336 -7.327 6.776
*
```

The gap between HOMO and LUMO comes out at 7.3047 eV. The total energy is -5834.89876 hartree.

Here are the Mulliken charges for atoms 1 to 8, given in e: atom 1 (O): -0.523, atom 2 (H): -0.101, atom 3 (H): 0.297, atom 4 (C): 0.356, atom 5 (C): -0.236, atom 6 (S): -0.180, atom 7 (H): 0.266, atom 8 (H): 0.246

The following is a DFT calculation (wB97M-V/def2-TZVPD) of a molecular structure, C26H45ClNOsP at a distorted geometry.

Structure (ORCA input):
```
! wB97M-V def2-TZVPD RIJCOSX def2/J DEFGRID3
* xyz 0 5
H -2.376 -2.954 2.760
H -4.188 -0.164 -0.938
H 1.087 3.308 -3.122
C -0.571 2.171 -2.290
C 0.595 -1.704 -0.303
H 0.102 -1.960 -6.644
H -2.675 5.347 -3.265
H -4.042 -3.006 1.308
C 4.541 0.292 -1.885
C -0.816 -2.048 -6.044
H -0.270 -1.711 -0.993
H 5.171 -0.454 -1.380
N 1.391 3.206 0.482
C -3.460 -0.687 -0.304
H 2.418 -0.088 -4.470
C -0.701 4.494 -3.335
C 0.558 -2.885 0.623
H 0.384 0.410 -5.292
C 0.021 3.142 -3.329
C -3.221 -1.998 -0.404
H 3.005 -0.272 -0.568
C 2.217 0.862 -2.539
H -2.982 -3.995 0.426
H -3.883 3.187 -2.697
H -2.477 4.072 -4.475
H -2.003 -1.503 1.868
H -2.774 3.760 -1.457
H -1.439 -3.013 -4.220
H 5.108 -0.494 -3.814
H -0.746 -4.263 1.591
C -1.412 -0.648 -5.838
H -1.523 -2.652 -6.629
H -2.485 1.315 -1.693
H -1.368 -0.763 -3.058
Cl 0.880 -0.028 2.083
H 1.920 1.620 -4.571
H 4.318 1.297 -5.244
C 4.028 1.344 -4.180
C -2.015 -2.581 1.792
H 0.670 -3.792 0.001
C -2.819 3.339 -2.468
H -0.308 5.111 -4.156
H -0.045 2.710 -4.337
H -1.462 -0.108 -6.796
C -2.090 1.984 -2.474
C -0.378 -0.536 -3.509
C -0.597 0.192 -4.848
H -1.106 1.154 -4.713
H 4.621 1.237 -1.340
C 3.070 -0.171 -1.764
C -3.090 -2.979 0.774
H -2.441 -0.738 -5.461
C 4.990 0.489 -3.340
H 1.320 -1.676 -4.234
H -3.176 -2.534 -1.358
C -0.494 -2.754 -4.717
H 0.043 -3.690 -4.920
H 5.985 0.964 -3.339
C -0.626 -3.185 1.678
H -2.706 -0.079 0.274
H 2.392 1.867 -2.121
Os 1.366 0.031 -0.194
C 1.537 2.074 0.184
H 2.947 -1.158 -2.219
H -0.401 2.631 -1.301
C 2.565 0.907 -4.032
P 0.374 0.534 -2.167
C 0.340 -1.869 -3.771
C -2.223 4.362 -3.447
H -0.188 -3.006 2.675
H 4.099 2.389 -3.845
H 0.532 -2.394 -2.826
H -0.452 5.012 -2.401
H 1.475 -2.865 1.232
H -2.304 1.493 -3.434
*
```

The gap between HOMO and LUMO (spin up / spin down) comes out at 6.2796 / 6.8808 eV. The value obtained for the energy above the lowest of the compared OMol25 structures with the same formula, charge and spin is 51.9 kcal/mol. The total energy is -1964.38622 hartree. The expectation value of S² is 6.03.

Here are the Mulliken charges for atoms 1 to 8, given in e: atom 1 (H): 0.370, atom 2 (H): 0.345, atom 3 (H): 0.246, atom 4 (C): 0.193, atom 5 (C): 0.955, atom 6 (H): 0.337, atom 7 (H): 0.381, atom 8 (H): 0.391

The following is a DFT calculation (wB97M-V/def2-TZVPD) of 10 unconnected molecules or ions with the total composition C26H46BCl18N2O2 at a distorted geometry.

Structure (ORCA input):
```
! wB97M-V def2-TZVPD RIJCOSX def2/J DEFGRID3
* xyz 1 1
C 3.440 2.942 -0.463
H -2.275 4.569 -5.324
H -2.678 5.555 5.542
Cl -3.771 2.378 3.982
H 5.852 2.995 -0.225
H -3.073 3.103 6.119
C -2.694 4.773 4.777
H -4.946 -11.310 -0.403
H -5.712 -16.147 -5.454
C 3.030 3.448 5.532
C 1.885 2.320 5.209
Cl -7.101 -15.541 -7.266
C -0.604 4.297 -3.992
Cl -2.227 -3.082 -2.965
H 4.103 6.234 3.974
Cl -5.645 -12.035 -2.541
H -4.524 3.946 5.553
O 6.160 3.706 2.648
N 3.497 3.799 2.765
H 2.386 1.354 4.730
H -0.314 -3.983 -1.951
C 2.053 3.188 0.423
Cl 4.264 8.150 2.581
H -6.908 -14.916 -5.015
H 4.131 10.514 4.273
H 0.958 2.709 4.609
H -0.740 -3.470 0.406
C -2.622 2.001 0.926
C 4.859 3.144 0.389
B 3.640 4.222 4.215
H -0.575 3.221 -4.187
Cl -1.887 -6.390 -0.500
H 1.036 3.026 -0.148
H -1.659 -8.689 -0.991
H -6.398 -10.467 -0.970
H -4.704 -13.849 -5.004
H -5.608 -13.203 -6.384
C -3.530 3.598 5.257
H 1.154 3.827 2.579
H -2.030 0.224 -0.181
H -3.054 2.990 0.740
H 6.367 6.535 -3.472
H -3.245 1.492 1.667
O 4.463 5.451 4.485
Cl 4.839 5.626 -0.222
Cl 1.083 4.827 -3.781
Cl -1.666 -7.597 -3.690
H -3.097 5.206 3.856
C -5.154 -14.107 -5.967
H 2.580 4.283 6.247
H 2.631 11.275 3.716
H -0.371 -2.220 -1.785
C 5.784 6.572 -1.400
Cl -2.447 -1.875 0.225
C -0.403 -7.651 -2.434
C -6.181 -15.212 -5.776
H -4.551 -8.858 -0.981
H -1.132 4.458 -3.047
C 4.819 3.568 2.003
H -0.179 -7.985 -0.319
H 5.269 7.529 -1.522
H 3.898 2.895 6.137
C 5.895 5.870 -2.744
H 0.190 -6.734 -2.510
H -2.219 -4.174 -0.267
C 3.146 10.318 3.838
C -1.546 -3.313 -0.316
H 3.729 10.281 1.765
C -0.964 -3.136 -1.709
H 6.769 6.768 -0.965
C -4.568 -9.640 -1.746
Cl -2.872 -10.099 -2.048
H 3.428 2.638 -1.618
H -0.710 4.935 -6.070
C -5.404 -10.815 -1.265
H -4.971 -9.207 -2.666
Cl 2.201 9.372 5.015
C 3.256 9.616 2.494
H 2.274 9.330 2.106
Cl -0.999 4.314 4.475
Cl -1.020 2.229 1.671
Cl -3.822 -14.604 -7.040
Cl -1.725 2.035 -1.667
N 7.035 1.176 3.378
H 0.246 -8.498 -2.675
C -0.986 -7.828 -1.040
H -3.563 0.947 -0.699
Cl -1.558 6.739 -4.803
C -1.291 5.011 -5.146
H 4.912 5.584 -3.132
C -2.552 1.172 -0.346
C 2.165 3.634 2.020
C 6.686 2.350 2.902
Cl 6.903 4.404 -2.657
H 1.460 1.960 6.264
*
```

The gap between HOMO and LUMO comes out at 6.6106 eV. The value obtained for the energy above the lowest of the compared OMol25 structures with the same formula, charge and spin is 48.2 kcal/mol. The total energy is -9585.99830 hartree.

Here are the Mulliken charges for atoms 1 to 8, given in e: atom 1 (C): -0.291, atom 2 (H): 0.317, atom 3 (H): 0.355, atom 4 (Cl): -0.131, atom 5 (H): 0.412, atom 6 (H): 0.335, atom 7 (C): -0.585, atom 8 (H): 0.309